Entry 1:
Computed, not measured: a cluster of 12 separate species, C6H34NO12 in total in a non-equilibrium geometry, with ωB97M-V/def2-TZVPD.

Geometry as XYZ:
```
53
Properties=species:S:1:pos:R:3:forces:R:3:nbo_charge:R:1
C -0.515554 -0.885147 -2.743862 2.9965 2.1756 0.1730 -0.0587
O -1.180744 0.341673 -2.866882 1.1209 1.4108 0.2920 -0.8340
C 0.625266 -0.840673 -1.599849 1.7384 -2.6237 -1.1078 -0.0302
C -0.095908 -0.735026 -0.220061 -0.9120 1.0193 -2.3981 -0.5123
C 0.479146 -0.095552 0.985499 0.4939 -0.8882 -0.4063 -0.2259
C -0.153499 0.906225 1.538856 0.7426 2.3424 1.9192 -0.1793
C 0.228568 1.512847 2.933124 -2.8332 -0.4938 -2.0236 -0.6522
N 1.754392 0.129989 -1.866412 -1.1188 -0.1459 1.9800 -0.8944
H -1.259060 -1.521896 -2.389991 -0.9648 -2.0277 0.1004 0.1677
H 0.020295 -1.155904 -3.714546 -0.8474 -0.1728 1.0023 0.1357
H 1.165154 -1.992195 -1.610690 -1.3842 2.9838 -0.1929 0.1617
H -0.300261 -1.815024 -0.076167 -0.7773 0.8955 0.3931 0.2614
H -0.978106 -0.032086 -0.523252 0.8117 -1.7203 0.7915 0.2233
H 1.366256 -0.551599 1.431214 -0.5759 0.3550 0.1404 0.1903
H -0.943825 1.465537 1.060691 -0.5210 -0.6666 -0.3058 0.2088
H -0.517439 0.969992 3.508812 0.2393 0.0767 0.9455 0.2094
H -0.013802 2.588686 3.054246 0.5244 -0.5675 -0.2682 0.2033
H 1.210275 1.232225 3.121749 1.6638 -0.1382 0.8730 0.2254
H 1.561462 1.069699 -1.454943 -0.0841 -1.0291 -0.9022 0.4046
H 2.027767 0.230456 -2.831668 -0.2860 -0.0618 -0.1072 0.3769
H 0.350914 -4.130216 0.644782 -0.8170 -0.2129 -0.4727 0.4648
H -0.852723 -4.084368 -0.368616 -1.1629 0.3397 0.6953 0.5045
O 0.081542 -4.180321 -0.283453 2.2790 -0.4881 -0.3967 -0.9669
H -2.788552 2.282146 -2.228149 1.1223 1.0430 0.3078 0.4685
H -1.364199 2.880395 -1.851930 -0.8509 0.0773 -0.5356 0.5210
O -2.363935 3.046355 -1.751724 -0.2636 -0.7442 -1.6701 -1.0228
H -1.524295 -3.236068 1.690157 0.8207 0.1138 0.8239 0.4909
H -2.724631 -2.564077 1.103019 -0.0435 0.0187 -0.1318 0.4942
O -2.121395 -3.311422 0.961345 -1.3338 -0.2182 -0.7273 -1.0112
H 2.827635 -0.298811 -0.567995 1.7314 0.8476 0.8799 0.5094
H 3.268406 0.544043 0.768839 0.4470 -1.1234 -1.3311 0.4876
O 3.599169 -0.191547 0.152188 -1.8882 0.9354 0.2966 -1.0374
H 0.594293 2.765462 -1.051000 -0.3046 0.6074 0.7252 0.5213
H 0.358487 2.963270 0.654171 0.1489 -0.1613 -1.2522 0.4746
O 0.917693 3.106786 -0.132784 0.4834 0.1143 0.2638 -1.0431
H 2.975822 -1.397621 1.185916 0.2638 -0.9606 -0.4996 0.5058
H 2.535213 -2.671704 0.530948 -0.8413 -2.1922 -5.7643 0.4605
O 2.685918 -2.343104 1.327595 0.7051 2.1777 6.1293 -0.9889
H -0.511337 1.207394 -2.682890 -1.0183 -1.0773 -0.5127 0.5028
H 0.311711 2.817559 -3.252580 1.5540 2.5579 -5.6029 0.4509
O 0.105301 2.500606 -2.468844 -1.5881 -2.8074 5.9272 -1.1602
H 0.803264 -2.875318 1.887798 -1.8579 -0.0876 0.7713 0.4918
H 0.559539 -2.301146 3.104260 -0.4223 0.6368 1.3455 0.4834
O 0.005202 -2.838120 2.544301 2.8364 -0.3161 -1.6838 -0.9803
H -3.361123 2.423691 -0.465452 1.7922 0.6363 2.6882 0.5071
H -2.382322 3.108109 0.614364 -0.0106 0.3388 -0.6893 0.4700
O -3.008277 2.397292 0.501532 -2.0189 -1.2540 -0.3510 -0.9983
H -3.083125 -0.258491 1.115692 1.5747 2.0753 0.4844 0.4911
H -3.699989 -1.054460 0.026169 -0.0959 0.0911 1.0877 0.4764
O -3.675881 -0.959899 1.009325 -1.5243 -1.9077 -1.6747 -0.9444
H 3.820032 2.326876 1.567524 -3.6946 0.0500 -0.2851 0.4747
H 2.341306 2.436477 0.777702 -0.1178 0.5957 -0.7932 0.5182
O 2.770167 2.249577 1.622959 4.0689 -0.4292 1.0497 -0.9974
```
Forces are in eV/Å.

The calculation puts the electronic energy at -1206.59861 hartree. As for the max |F|: 0.13123 hartree/bohr. Its net charge is -1. The value obtained for the HOMO energy is -0.217 hartree. For the gap between HOMO and LUMO, the calculation gives 0.32137 Ha. The value obtained for the relative energy (zero: lowest compared OMol25 entry of this formula, charge and spin) is 289.1 kJ/mol.

=====

Entry 2:
Computed, not measured: a structure of composition C48H66N10O3P3S2Sr in a non-equilibrium geometry, with ωB97M-V/def2-TZVPD.

Geometry as XYZ:
```
133
Properties=species:S:1:pos:R:3:forces:R:3:lowdin_charge:R:1
Sr -0.151530 0.903108 0.574797 0.9205 0.2886 0.6211 1.2768
S -1.689451 0.426892 4.566378 0.0461 -0.0628 0.0514 0.4560
C -1.614733 -1.065068 3.715678 -0.1933 0.0709 -0.0995 -0.8638
C -2.285646 -2.219900 4.199671 0.0567 -0.0579 0.0253 -0.1434
C -2.173901 -3.422316 3.546431 -0.0027 0.0165 0.0109 -0.1065
C -1.391006 -3.506809 2.392058 0.0415 0.0221 0.0126 -0.1041
C -0.804273 -2.338779 1.952932 0.0962 -0.1319 0.1074 -0.2324
N -0.928724 -1.149772 2.549732 0.0426 0.0160 -0.0224 -0.0380
H -2.866876 -2.123279 5.106679 0.0106 -0.0008 0.0050 0.0787
H -2.679663 -4.300507 3.934672 0.0018 -0.0033 -0.0022 0.0941
H -1.238931 -4.434523 1.857548 -0.0179 0.0033 -0.0052 0.0898
H -0.176920 -2.346092 1.063895 0.0095 0.0227 0.0192 0.0795
C 2.229089 1.068995 -2.586961 -0.0434 -0.0545 0.0251 -0.1913
N 1.543529 1.769880 -1.506009 -0.0439 0.0902 -0.1596 -0.0273
C 1.755536 3.034388 -1.478986 0.0264 -0.0530 0.0456 -0.1309
C 1.339880 3.894512 -0.412252 0.0958 -0.0380 0.0189 -0.3762
C 1.530679 5.278153 -0.310103 -0.0118 -0.0076 0.0187 -0.0998
C 1.032316 5.636429 0.948950 0.0067 -0.0083 -0.0069 -0.1422
C 0.575426 4.445059 1.530066 0.0526 -0.0535 0.0954 -0.2303
N 0.766286 3.388220 0.723259 -0.2065 0.0691 -0.1839 -0.0407
C 3.718682 0.904688 -2.353631 -0.0438 0.0102 0.0324 -0.2132
C 4.585797 0.740143 -3.428046 -0.0045 -0.0242 -0.0187 -0.0625
C 5.939967 0.515988 -3.216642 -0.0066 0.0023 0.0082 -0.1056
C 6.440317 0.461480 -1.922561 -0.0063 -0.0200 -0.0090 -0.0999
C 5.580052 0.634080 -0.846773 0.0228 0.0115 -0.0081 -0.0656
C 4.227627 0.855524 -1.060414 0.0291 0.0275 -0.0259 -0.0423
H 2.068553 1.571383 -3.550903 0.0271 0.0277 -0.0035 0.1140
H 1.797250 0.069522 -2.681498 -0.0404 0.0293 -0.0108 0.0834
H 2.335225 3.515773 -2.279577 -0.0059 -0.0022 -0.0072 0.1317
H 1.983016 5.918406 -1.054097 0.0024 0.0031 0.0030 0.0854
H 1.019445 6.619183 1.397120 0.0016 0.0038 -0.0016 0.0732
H 0.133704 4.305231 2.507849 -0.0091 0.0069 -0.0060 0.0975
H 4.197875 0.786693 -4.441095 0.0003 0.0007 -0.0020 0.1023
H 6.604533 0.388242 -4.062903 0.0037 0.0000 -0.0027 0.0907
H 7.494943 0.280956 -1.754308 0.0054 0.0015 0.0000 0.0939
H 5.952754 0.580803 0.169701 0.0085 0.0012 0.0004 0.1025
H 3.543345 0.944656 -0.225527 -0.0279 -0.0108 -0.0436 0.0675
C -3.985730 1.333630 -3.970984 0.0390 -0.0026 0.0160 -0.0865
N -4.043453 1.631262 -2.550825 -0.0484 -0.0614 -0.1746 -0.2990
C -5.250377 2.286924 -2.094874 0.0201 0.0135 0.0003 -0.0961
P -2.932619 1.019145 -1.517695 0.0170 0.0343 0.1667 0.4448
O -1.663458 0.622277 -2.159320 -0.0311 0.0010 0.1045 -0.2668
O -2.582287 2.213788 -0.500568 -0.2351 0.0088 -0.1108 -0.2989
P -2.868060 2.926317 0.935018 0.0477 0.1177 -0.2496 0.4607
O -1.821324 2.453510 1.849114 -0.0660 -0.1607 0.0267 -0.3631
N -4.366800 2.600298 1.508107 -0.0426 -0.0230 0.1010 -0.2805
C -4.520182 1.598292 2.567834 -0.0041 -0.0007 -0.0133 -0.0922
C -5.566301 3.368899 1.237735 0.0166 -0.0048 -0.0181 -0.1280
N -2.919228 4.490199 0.430687 -0.0462 0.0907 0.0413 -0.2843
C -2.949866 5.470069 1.519154 -0.0178 -0.0130 0.0032 -0.0937
C -2.133057 4.949800 -0.721610 -0.0166 -0.0241 0.0144 -0.0657
N -3.631434 -0.130250 -0.590901 -0.2305 0.0055 -0.0527 -0.2539
C -4.955127 -0.692048 -0.796034 0.0712 -0.0138 -0.0078 -0.0857
C -2.768023 -0.745048 0.417707 -0.1777 0.0061 -0.0455 -0.1574
H -4.746220 0.597169 -4.255174 -0.0052 -0.0023 -0.0119 0.0836
H -3.001553 0.944901 -4.220897 -0.0025 -0.0167 -0.0026 0.0679
H -4.158734 2.246962 -4.546131 0.0103 0.0037 0.0024 0.0856
H -6.142468 1.699576 -2.338598 0.0017 -0.0045 -0.0094 0.0865
H -5.348400 3.271852 -2.560727 0.0079 0.0056 0.0068 0.0936
H -5.216878 2.418157 -1.017828 -0.0128 -0.0055 0.0255 0.0452
H -3.549186 1.275019 2.949349 -0.0088 -0.0218 -0.0049 -0.0056
H -5.085271 0.735554 2.202075 -0.0069 -0.0105 0.0033 0.0786
H -5.064719 2.039478 3.406559 -0.0082 0.0151 -0.0072 0.0886
H -5.378506 4.116038 0.470654 -0.0036 0.0117 -0.0059 0.0722
H -5.898126 3.877714 2.148780 0.0009 0.0115 -0.0035 0.0853
H -6.382264 2.714599 0.912211 0.0135 -0.0072 -0.0073 0.0812
H -3.461613 5.055740 2.388688 0.0070 0.0022 0.0043 0.0828
H -3.491847 6.358914 1.187359 -0.0032 -0.0027 0.0015 0.0830
H -1.937985 5.755550 1.815669 0.0057 -0.0031 0.0052 0.0784
H -2.332820 4.322022 -1.586039 0.0047 0.0013 -0.0081 0.0754
H -1.060470 4.957478 -0.517073 0.0122 0.0075 0.0096 0.0580
H -2.454163 5.968122 -0.949529 -0.0044 -0.0016 -0.0115 0.0868
H -5.332289 -0.419308 -1.780706 -0.0225 -0.0064 0.0005 0.0670
H -5.668955 -0.347565 -0.040511 -0.0025 -0.0035 0.0130 0.0778
H -4.891159 -1.780837 -0.749557 -0.0061 0.0024 -0.0166 0.0687
H -1.827059 -1.050366 -0.047013 -0.0486 -0.0477 0.0303 0.0266
H -3.203636 -1.671818 0.785925 -0.0704 0.0346 -0.0322 0.0888
H -2.592586 -0.112053 1.290561 -0.1102 0.1183 -0.0799 0.0453
N 1.765538 -0.363285 1.040213 0.0515 -0.2978 -0.2411 -0.4512
P 2.835436 -1.186268 1.743925 0.1387 0.2689 -0.0964 0.6655
C 3.890805 -2.189697 0.604446 -0.0308 -0.0452 -0.0379 -0.2693
C 5.058892 -2.870801 0.936696 0.0030 -0.0176 0.0130 -0.0912
C 5.799902 -3.524475 -0.039298 -0.0088 0.0089 0.0184 -0.0949
C 5.379430 -3.506850 -1.362804 0.0081 0.0049 -0.0068 -0.1025
C 4.212465 -2.838557 -1.703940 0.0049 0.0076 -0.0092 -0.0865
C 3.478674 -2.187056 -0.723745 -0.0063 -0.0113 0.0001 -0.1042
C 4.073213 -0.152259 2.640242 0.0221 -0.0356 0.0108 -0.2663
C 5.026150 -0.649232 3.526901 -0.0192 0.0094 0.0416 -0.0950
C 5.937120 0.201530 4.136966 -0.0003 -0.0087 -0.0098 -0.0989
C 5.896239 1.565191 3.874463 0.0081 0.0092 0.0030 -0.1056
C 4.931403 2.074083 3.016713 -0.0042 0.0014 0.0068 -0.0809
C 4.022869 1.218923 2.407270 -0.0195 0.0090 0.0069 -0.0924
C 2.341135 -2.370962 3.041927 -0.0598 0.0927 0.0703 -0.2893
C 2.429122 -3.752772 2.935141 0.0422 -0.0364 0.0433 -0.0896
C 1.898689 -4.568672 3.929714 0.0299 0.0024 -0.0427 -0.1022
C 1.265237 -4.004758 5.025246 -0.0183 0.0242 0.0405 -0.0993
C 1.159349 -2.621663 5.133135 0.0012 -0.0136 -0.0275 -0.0792
C 1.696873 -1.811203 4.148368 -0.0631 -0.0708 0.0119 -0.0883
H 5.404118 -2.894556 1.962627 0.0001 0.0111 0.0020 0.0911
H 6.711152 -4.043492 0.233437 0.0028 0.0003 -0.0004 0.0941
H 5.966178 -4.004773 -2.125572 -0.0036 -0.0036 0.0010 0.0933
H 3.887649 -2.805978 -2.737988 0.0031 0.0002 0.0006 0.0968
H 2.580821 -1.625013 -0.956863 0.0272 0.0015 0.0341 0.0625
H 5.037272 -1.705014 3.773660 0.0005 -0.0004 -0.0052 0.0956
H 6.671024 -0.196870 4.827543 0.0001 -0.0010 0.0013 0.0934
H 6.604991 2.230540 4.353196 -0.0039 -0.0005 0.0003 0.0924
H 4.873898 3.139065 2.827083 0.0046 -0.0021 -0.0006 0.1020
H 3.244400 1.605634 1.757143 -0.0030 -0.0134 0.0357 0.0820
H 2.902354 -4.201704 2.070025 0.0096 0.0067 -0.0165 0.0950
H 1.966767 -5.646166 3.834797 -0.0018 0.0007 0.0056 0.0929
H 0.832677 -4.641322 5.788248 0.0013 0.0023 -0.0013 0.0953
H 0.627559 -2.166997 5.959937 -0.0016 -0.0271 0.0080 0.1055
H 1.561878 -0.736083 4.212902 0.0241 -0.0084 -0.0233 0.1101
C -0.810632 -1.511006 -4.363244 0.0258 -0.1148 0.0106 -0.0549
N -0.904413 -2.356881 -3.178036 0.0664 0.0788 -0.0528 -0.1807
C 0.120562 -2.034008 -2.191950 -0.1302 -0.0335 -0.0749 -0.0776
C -1.976037 -3.125533 -2.906847 -0.0794 0.0550 0.0366 -0.7688
S -2.384896 -3.662073 -1.376267 0.0637 -0.0237 -0.0611 0.7022
N -2.754993 -3.439332 -4.021578 0.0277 0.0020 0.0154 -0.2444
C -4.090915 -3.952322 -3.786662 -0.0165 -0.0188 -0.0075 -0.1355
C -2.090218 -4.146736 -5.109975 -0.0048 0.0008 -0.0053 -0.0708
H -0.630117 -0.488408 -4.031378 0.0186 0.0134 -0.0023 0.0700
H -1.738637 -1.541862 -4.926117 -0.0069 -0.0142 0.0013 0.0833
H 0.015026 -1.829315 -5.006877 -0.0040 0.0159 -0.0114 0.0904
H 1.107553 -2.257446 -2.605119 -0.0350 0.0190 -0.0671 0.0862
H -0.011848 -2.611630 -1.283667 -0.0827 0.0119 0.0070 0.0441
H 0.049160 -0.961328 -1.992981 0.1028 -0.1383 0.1841 0.0508
H -4.608784 -3.329770 -3.062046 0.0024 0.0002 -0.0037 0.0570
H -4.080513 -4.978468 -3.403547 0.0020 0.0015 -0.0006 0.0736
H -4.629698 -3.928431 -4.736281 0.0021 0.0003 0.0008 0.0828
H -1.045790 -3.863627 -5.180668 0.0244 0.0192 0.0046 0.0743
H -2.578526 -3.921197 -6.060222 -0.0001 0.0060 0.0067 0.0879
H -2.137529 -5.230395 -4.944044 -0.0032 0.0013 -0.0011 0.0931
```
Forces are in eV/Å.

The calculation puts the electronic energy at -4493.43133 hartree. As for the max |F|: 0.02231 hartree/bohr. Its net charge is -1. The value obtained for the HOMO energy is -0.135 hartree. For the gap between HOMO and LUMO, the calculation gives 0.20476 Ha. The value obtained for the relative energy (zero: lowest compared OMol25 entry of this formula, charge and spin) is 84.8 kJ/mol.